A structure of composition C42H51AlN8O6P2S at a distorted geometry. Source: the Open Molecules 2025 dataset; level of theory: ωB97M-V/def2-TZVPD.

Positions of all 111 atoms, in Å:
Al 0.786065 0.208433 1.365515
O 6.038242 -1.621914 5.258671
C 5.180356 -0.731101 5.531757
O 5.236099 0.004573 6.540094
C 3.999469 -0.599961 4.577985
C 2.782521 0.009814 4.956933
C 1.762159 0.167724 4.032241
N 1.951806 -0.264669 2.693784
C 3.139534 -0.729041 2.297370
C 4.167645 -0.945780 3.244918
C 3.392797 -0.870480 0.873487
C 4.570483 -1.386259 0.342198
C 4.823495 -1.269298 -1.067170
C 3.800233 -0.677343 -1.824051
C 2.611816 -0.372906 -1.223219
N 2.364683 -0.422511 0.060848
C 0.530858 0.847887 4.213668
C 0.160205 1.404256 5.467223
C -1.071682 2.117627 5.495713
C -1.786657 2.374310 4.350512
C -1.362859 1.813242 3.160192
N -0.191445 1.140487 3.057931
H 2.699915 0.437752 5.951198
H 5.103640 -1.322601 2.843333
H 5.140995 -1.977685 1.022804
H 5.666037 -1.714163 -1.574792
H 3.822593 -0.384130 -2.882052
H 1.786869 -0.037964 -1.898177
H 0.760959 1.278347 6.385467
H -1.325314 2.469779 6.482057
H -2.699711 3.001805 4.423241
H -1.969588 1.842365 2.228655
C -1.331033 -0.635908 -2.650692
P -1.703525 0.927207 -1.667764
C -0.500310 2.100923 -2.391737
N -0.932564 2.686599 -3.518370
C 0.015977 3.494190 -4.175319
C -0.302169 4.232765 -5.285496
C 0.680884 4.745873 -6.121874
C 2.050903 4.675629 -5.699431
C 2.335055 4.093422 -4.480492
C 1.372283 3.427894 -3.747095
N 1.738397 2.862596 -2.546673
C 0.765001 2.472501 -1.746088
P 0.889315 2.513699 0.056909
C -0.561307 3.723239 0.388349
C 2.359948 3.679462 0.513302
C 2.040756 5.044483 -0.204285
C 3.629474 2.968130 0.016051
C 2.357078 3.883258 2.054236
C -3.459846 1.274663 -2.105938
C -4.420082 0.263311 -1.428670
C -3.924608 2.606689 -1.529120
C -3.778274 1.329083 -3.591214
H -2.278949 -1.138768 -3.001267
H -0.878210 -1.285730 -1.897238
H -0.653573 -0.415759 -3.451932
H -1.369561 4.298067 -5.515238
H 0.362241 5.271354 -7.029313
H 2.819277 5.030228 -6.378458
H 3.350682 4.102582 -4.101286
H -0.700456 4.473067 -0.401491
H -0.544401 4.210741 1.350735
H -1.441345 3.065115 0.440537
H 2.011671 4.773138 -1.302542
H 2.855608 5.722444 -0.009986
H 1.096151 5.509113 0.131014
H 3.637672 2.829121 -1.117040
H 3.803396 2.022178 0.541976
H 4.462516 3.640561 0.249943
H 1.511835 4.575759 2.363222
H 3.317659 4.405169 2.352547
H 2.140863 2.956490 2.609099
H -4.188356 0.162941 -0.326415
H -4.368414 -0.735988 -1.793606
H -5.449851 0.645852 -1.448813
H -3.781642 2.562652 -0.458192
H -5.017347 2.716705 -1.684409
H -3.403821 3.483776 -1.987222
H -2.965696 1.678089 -4.252038
H -4.651083 1.993822 -3.717817
H -4.109202 0.291397 -3.865488
C -3.362733 -8.973431 -1.765013
C -2.921074 -7.515932 -1.803617
S -2.559102 -6.977889 -0.108417
O -1.374382 -7.664861 0.388796
O -3.829462 -7.007240 0.636048
C -2.183333 -5.227868 -0.215495
C -1.595850 -4.751181 1.077421
N -1.418313 -3.270665 1.148741
C -0.286821 -2.597857 0.859999
N -0.434874 -1.287177 1.163880
C -1.700846 -1.128769 1.646483
C -2.349281 -2.329121 1.708153
N -3.502471 -2.692731 2.374486
O -3.941849 -1.712907 3.091110
O -4.066140 -3.814686 2.362198
C 0.877367 -3.236733 0.311687
H -3.892673 -9.246468 -2.698308
H -4.106008 -9.185089 -0.949710
H -2.484926 -9.641812 -1.659284
H -3.798697 -6.898165 -2.085246
H -2.008760 -7.394515 -2.450745
H -3.116711 -4.694830 -0.548783
H -1.517276 -5.061986 -1.051013
H -0.637992 -5.319986 1.188624
H -2.188259 -5.031835 1.909515
H -2.140400 -0.233662 2.027726
H 1.739534 -2.952834 0.901608
H 1.145263 -2.829518 -0.672622
H 0.894834 -4.324671 0.385572

Cartesian forces, eV/Å:
Al -0.7 1.1 -1.1
O -1.9 0.8 -1.1
C 2.9 -1.2 2.2
O -1.6 0.4 -1.3
C 0.0 0.3 -0.2
C -0.5 0.1 -0.4
C 2.4 -1.8 -2.0
N 0.3 0.8 1.6
C 1.6 -0.4 2.5
C -0.7 0.0 -1.6
C -0.7 0.2 -1.6
C -0.7 0.0 -1.5
C -1.6 0.0 1.0
C 1.0 0.0 -0.3
C -1.9 1.0 -1.6
N 0.5 -0.3 2.5
C -1.9 2.6 0.7
C -1.1 -0.3 -1.4
C 2.4 -0.6 0.8
C -1.2 0.4 0.0
C 0.5 -0.3 -0.7
N 0.1 -1.2 0.8
H 0.2 -0.2 0.0
H 0.1 0.1 0.8
H 0.9 0.0 0.0
H 0.3 0.2 0.3
H 0.6 -0.7 0.4
H 0.6 -0.2 0.8
H -0.5 -0.1 -0.7
H -0.6 0.4 -0.1
H 0.7 -0.7 -0.3
H 0.6 0.4 0.8
C -1.2 0.0 1.0
P 0.1 -1.3 1.3
C -1.6 1.8 -1.1
N 2.5 0.2 0.5
C 0.1 -1.6 1.9
C -0.8 0.5 -1.6
C 0.0 0.2 0.9
C -1.3 -0.3 -0.3
C 1.5 0.2 -1.3
C -0.8 -0.4 0.6
N -0.9 1.2 0.9
C -0.4 -1.2 -2.5
P -0.4 1.4 1.7
C -0.4 -1.7 -0.4
C -1.2 -0.3 -0.1
C 0.2 -1.7 -0.9
C 0.2 0.8 -1.1
C -0.6 1.1 0.0
C -1.1 0.9 -0.3
C 0.8 0.4 2.0
C 0.3 0.9 0.0
C -0.5 -1.2 -0.9
H 1.1 0.7 0.2
H 0.2 -0.3 -0.4
H 0.2 -0.1 -0.6
H 0.4 0.1 -0.2
H 0.4 -0.3 0.3
H 0.0 0.2 0.4
H 0.0 -0.1 0.0
H 0.2 -0.5 0.1
H 0.6 0.1 0.3
H 0.0 0.4 -0.4
H 0.0 1.0 1.1
H 0.3 0.3 0.0
H 0.6 -0.3 -0.2
H -0.1 0.0 1.6
H -0.1 0.1 -0.1
H 0.1 -0.2 0.0
H 1.0 -0.6 -0.5
H -1.0 -0.9 -0.1
H 0.7 0.1 0.0
H -0.1 0.3 -0.9
H -0.1 -0.7 -0.7
H 0.3 -0.2 -0.4
H 0.1 0.5 0.5
H 0.7 0.0 -0.1
H -0.4 -0.6 0.5
H -0.5 -0.2 0.5
H 0.3 -0.4 -0.2
H 0.4 1.0 -0.4
C -0.4 -1.1 0.3
C 0.0 0.3 0.0
S -1.5 -0.9 0.9
O -0.8 0.8 -0.3
O 1.9 -0.2 -0.9
C -1.2 1.0 -1.5
C 1.3 -0.4 -0.2
N -0.2 0.4 0.6
C -2.1 -0.1 0.6
N -0.2 0.2 -0.3
C -1.3 -0.8 0.7
C 3.4 -1.2 -2.0
N -4.6 0.7 3.6
O 1.1 -2.6 -2.1
O 2.2 2.7 -0.7
C 2.0 -0.1 -0.3
H 0.5 0.3 0.3
H 0.8 0.3 -0.6
H -0.6 0.3 0.1
H 0.8 0.0 -0.1
H -1.0 0.2 0.6
H 0.6 -0.6 0.8
H 0.6 -0.1 -0.2
H -0.5 1.0 0.2
H -0.7 -0.2 0.7
H 0.2 0.3 -0.1
H 0.3 0.2 0.4
H -0.4 -0.5 -0.1
H -0.4 0.2 -0.5

Properties
ΔE to the lowest compared entry with this formula, charge and spin in kcal/mol: 0.0
HOMO level (alpha / beta) in eV: -11.85 / -11.84
Frontier orbital gap (alpha / beta) in eV: 4.770 / 4.770
Molar mass in g/mol: 884.92
Charge: +2
Lowest unoccupied orbital energy (alpha / beta) in Eh: -0.260 / -0.260
Largest force on an atom in eV Å⁻¹: 5.904
Spin multiplicity: 1

Here are the Löwdin charges for atoms 1 to 99, given in e: 0.32, -0.01, -0.66, 0.01, -0.02, 0.12, -0.13, 0.09, -0.17, 0.11, -0.19, 0.06, 0.06, -0.02, -0.15, 0.06, -0.16, 0.08, 0.00, -0.02, -0.10, 0.07, 0.14, 0.13, 0.12, 0.13, 0.14, 0.13, 0.14, 0.13, 0.14, 0.12, -0.21, 1.02, -0.41, 0.16, -0.19, -0.02, -0.01, -0.02, -0.02, -0.22, 0.12, -0.44, 1.06, -0.20, -0.65, -0.06, -0.09, -0.08, -0.76, -0.10, -0.13, -0.10, 0.07, -0.01, 0.03, 0.13, 0.12, 0.12, 0.12, 0.07, 0.04, -0.01, 0.08, 0.09, 0.07, 0.09, 0.07, 0.09, 0.09, 0.12, 0.05, 0.08, 0.06, 0.10, 0.06, 0.10, 0.10, 0.07, 0.09, 0.09, -0.13, -0.30, 0.68, -0.31, -0.31, -0.24, -0.14, 0.11, -0.26, 0.09, -0.01, -0.09, -0.26, 0.07, 0.13, 0.04, 0.09